DFT (the ωB97M-V functional and the def2-TZVPD basis) results for a cluster of 3 separate species, C7H17BO10PS2 in total.

Values from the calculation:
Energy = -59642.7621 eV
E_HOMO = -4.242 eV
Kohn-Sham gap = 5.670 eV

Structure (ORCA input):
```
! wB97M-V def2-TZVPD RIJCOSX def2/J DEFGRID3
* xyz -1 1
O 5.2158 -3.2538 -0.7043
P 4.4580 -4.1171 0.2992
B 3.3961 -5.4771 -0.5667
C 1.8864 -5.6890 0.0547
C 1.0623 -4.3583 -0.1866
C 0.9885 -3.4014 1.0356
O -0.1543 -4.2215 0.5591
H 5.4156 -4.7714 1.1499
H 3.7233 -3.2415 1.1549
H 3.9831 -6.5315 -0.4021
H 3.3211 -5.2864 -1.7572
H 1.8703 -5.8279 1.1502
H 1.2993 -6.4426 -0.5016
H 1.1371 -3.8936 -1.1894
H 1.4422 -3.7639 1.9547
H 0.9967 -2.3851 0.6519
C -1.4442 1.3616 0.1338
C -0.2849 0.7874 -0.6498
O 0.8382 0.9006 0.2306
S 0.3428 0.7292 1.7518
O 0.5600 -0.6142 2.1484
O 0.8201 1.8353 2.5052
O -1.2323 0.9235 1.4850
H -1.4286 2.4403 0.1237
H -2.4062 1.0085 -0.2320
H -0.1031 1.3256 -1.5767
H -0.4375 -0.2725 -0.8691
C -3.4775 6.2482 0.2299
C -4.3026 5.7814 -0.9513
O -3.3463 5.5345 -1.9867
S -1.9693 5.0233 -1.3275
O -1.9387 3.6028 -1.3867
O -0.9116 5.8262 -1.8176
O -2.2917 5.4496 0.1893
H -3.1878 7.2959 0.1234
H -3.9951 6.1107 1.1765
H -5.0303 6.5229 -1.2716
H -4.8147 4.8416 -0.7308
*
```